C2HN3O2 | ωB97M-V/def2-TZVPD

```
8
Properties=species:S:1:pos:R:3:forces:R:3:lowdin_charge:R:1
O -2.269057 -0.622574 0.090400 3.7 3.7 0.0 0.039
C -1.406910 0.296759 0.030709 -3.0 -0.4 -1.2 -0.154
C 0.081286 0.093103 -0.039969 -3.9 -1.2 -0.3 -0.343
N 0.488093 -1.275623 -0.069782 1.1 3.0 0.2 0.144
N 1.732674 -1.107922 0.012815 0.1 -2.0 0.4 0.010
O 2.067550 0.137157 0.136564 1.8 2.3 -0.9 -0.059
N 0.961461 1.035137 -0.036369 0.2 -3.4 1.2 0.213
H -1.655100 1.443965 -0.124369 -0.1 -2.1 0.6 0.150
```
Positions in Å, forces in eV/Å.

Summary:
SMILES string = O=Cc1nnon1
energy above the lowest of the compared OMol25 structures with the same formula, charge and spin = 114.6 kcal per mole
frontier orbital gap = 9.939 eV

---

C6H7N | ωB97M-V/def2-TZVPD

```
14
Properties=species:S:1:pos:R:3:forces:R:3:lowdin_charge:R:1
H 0.774848 2.243801 1.081310 0.0 -0.3 -0.1 0.037
N 1.598420 2.050453 0.510894 0.1 0.6 0.3 0.106
C 1.624376 0.925743 -0.053020 0.2 -0.1 -0.2 -0.231
C 0.653451 -0.175149 -0.022189 -0.1 -0.4 0.0 -0.296
C 0.871134 -1.260331 -0.763646 0.0 0.3 0.2 0.084
C -0.579825 -0.060053 0.844958 0.1 0.0 0.1 -0.173
C -1.787048 -0.234253 0.060246 -0.4 0.0 -0.1 -0.149
C -2.769548 -0.374779 -0.607488 0.3 0.0 0.3 0.122
H 2.501579 0.730763 -0.666383 0.1 -0.1 -0.1 0.105
H 1.744731 -1.353177 -1.386792 0.2 0.1 -0.1 0.067
H 0.177035 -2.084382 -0.779195 -0.2 -0.1 0.0 0.076
H -0.550020 -0.827882 1.625452 0.0 0.2 0.0 0.131
H -0.621462 0.916037 1.338565 0.0 -0.2 0.0 0.103
H -3.637672 -0.496791 -1.182713 -0.5 -0.1 -0.3 0.017
```
Positions in Å, forces in eV/Å.

Summary:
SMILES string = [H]/N=C\C(=C)CC#C
energy above the lowest of the compared OMol25 structures with the same formula, charge and spin = 71.6 kcal per mole
frontier orbital gap = 10.296 eV

---

C2H5N3O | ωB97M-V/def2-TZVPD

```
11
Properties=species:S:1:pos:R:3:forces:R:3:lowdin_charge:R:1
H -0.578170 2.165634 -1.295293 -0.1 -1.2 -0.1 0.250
N -0.455792 1.146663 -1.030103 4.1 1.9 3.0 0.383
C -1.030851 0.059539 -0.785960 -1.0 -0.2 -0.7 0.008
N -0.625815 -0.880166 0.116541 0.8 3.7 -1.8 0.193
C 0.567690 -0.816719 0.755790 0.0 -1.8 1.1 0.059
N 1.303024 0.249950 0.767759 -0.9 -2.9 0.4 0.098
O 0.956959 1.401521 0.206603 -2.4 0.9 -2.1 0.134
H -1.873336 -0.024100 -1.513260 -0.1 -0.8 0.7 0.234
H -1.208538 -1.630966 0.235949 -1.6 -2.7 0.3 0.160
H 0.772692 -1.855208 1.240820 0.6 2.3 -0.5 0.247
H 2.172137 0.183853 1.301154 0.6 0.8 -0.3 0.233
```
Positions in Å, forces in eV/Å.

Summary:
SMILES string = [H]/N=C/[NH+]=C\[NH+]=O
net charge = +2
energy above the lowest of the compared OMol25 structures with the same formula, charge and spin = 56.6 kcal per mole
frontier orbital gap (alpha / beta) = 7.947 / 8.049 eV

---

C4H4AlO2 | ωB97M-V/def2-TZVPD

```
11
Properties=species:S:1:pos:R:3:forces:R:3:lowdin_spin:R:1
H 0.392054 1.443545 1.117594 0.0 0.2 0.6 0.005
C -1.333652 0.889147 -0.158623 0.1 3.0 0.9 0.265
C -0.101239 0.677529 0.519556 1.7 -0.7 -0.7 0.248
C 0.575130 -0.526698 -0.007895 3.4 0.8 2.1 0.038
H -1.891247 1.831131 -0.091851 -0.6 0.0 0.2 0.004
H 0.259733 -1.484785 0.425905 -0.2 -0.4 0.0 0.009
H 0.848424 -0.533655 -1.071861 -0.1 0.0 -0.2 0.009
O -1.549822 0.033183 -1.053012 -0.5 -0.4 -1.0 0.138
Al -2.452123 -1.314012 -1.299018 -2.8 -2.5 -1.6 0.286
O 2.091583 -0.477399 0.611456 -4.4 0.1 -1.5 -0.001
C 3.161159 -0.537986 1.007751 3.5 -0.3 1.2 -0.002
```
Positions in Å, forces in eV/Å.

Summary:
net charge = +4
energy above the lowest of the compared OMol25 structures with the same formula, charge and spin = 27.3 kcal per mole
frontier orbital gap (alpha / beta) = 4.146 / 5.039 eV
2S+1 = 2
expectation value of S² = 0.7615

---

C5H15N2O | ωB97M-V/def2-TZVPD

```
23
Properties=species:S:1:pos:R:3:forces:R:3:lowdin_charge:R:1
N -3.278271 2.606651 1.348537 0.7 0.1 -0.3 0.021
C 2.697214 0.229401 -0.288588 0.1 0.8 0.3 -0.002
C 1.551487 -0.483700 0.306952 1.6 -2.5 -2.7 -0.049
N 0.670984 -1.053736 -0.563291 -0.7 0.9 1.7 -0.148
C 1.081516 -2.345133 -1.173045 0.5 -0.4 -0.4 0.021
C -0.774272 -0.985316 -0.241798 0.4 -0.3 0.4 -0.090
C -1.182241 0.516864 -0.234402 -0.2 -0.4 0.4 -0.172
O -0.450120 1.195964 0.802228 -0.3 -1.0 -1.2 -0.028
H -2.282203 2.813653 1.326129 0.0 -0.2 0.2 -0.002
H -3.524049 2.563430 2.329929 -0.2 0.2 0.0 0.019
H 2.382368 0.828983 -1.143879 0.0 -0.2 0.0 0.111
H 3.555222 -0.378574 -0.600634 -0.2 -0.4 0.2 0.123
H 3.112017 0.915717 0.457962 0.0 -0.1 0.1 0.114
H 0.405209 0.721355 0.799540 0.3 0.8 0.7 0.026
H 1.721138 -1.000731 1.261540 -1.3 1.4 1.0 0.186
H 0.922865 -3.109220 -0.401246 -0.1 0.1 -0.1 0.116
H 2.135945 -2.399651 -1.438305 -0.1 0.4 -0.1 0.104
H 0.465288 -2.581651 -2.033968 0.0 0.2 -0.1 0.105
H -1.195638 -1.625771 -1.013446 -0.6 0.5 0.0 0.131
H -1.063660 -1.412582 0.729497 0.4 0.0 0.0 0.151
H -2.232822 0.591879 0.066848 0.1 0.0 -0.2 0.116
H -1.039724 0.953084 -1.227223 0.1 0.2 0.2 0.130
H -3.678255 3.439086 0.930662 -0.4 -0.1 0.2 0.019
```
Positions in Å, forces in eV/Å.

Summary:
net charge = +1
energy above the lowest of the compared OMol25 structures with the same formula, charge and spin = 109.1 kcal per mole
frontier orbital gap = 5.660 eV

---

H3O3Tb | ωB97M-V/def2-TZVPD

```
7
Properties=species:S:1:pos:R:3:forces:R:3:lowdin_spin:R:1
O 0.703778 -1.602730 -0.028544 -0.9 -0.2 0.9 0.034
Tb -1.395361 -0.236884 0.975201 1.6 -0.1 -1.0 6.886
O 0.876627 -0.246075 0.450196 -0.4 0.4 0.2 0.023
H 0.547214 0.878105 -0.706344 -4.0 0.0 0.9 0.005
O -0.701967 1.197024 -0.715364 3.0 -0.7 0.2 0.045
H -0.865926 2.140705 -0.766413 0.2 0.4 -0.4 0.003
H 0.835634 -2.130144 0.791268 0.5 0.2 -0.7 0.004
```
Positions in Å, forces in eV/Å.

Summary:
net charge = +1
frontier orbital gap (alpha / beta) = 9.731 / 7.591 eV
2S+1 = 8
expectation value of S² = 15.7710

---

no.,electronic energy (eV)
1,-10651.0295
2,-7822.5407
3,-8647.4180
4,-14837.7267
5,-10445.8304
6,-28614.8084